# 1
6
Properties=species:S:1:pos:R:3 method="wB97M-V/def2-TZVPD" energy_ev=-6657.074 total_charge=0
C 0.85525 -1.60899 0.35385
C -0.40499 -0.58906 -1.45440
C 0.08290 0.74651 0.34800
N 0.51529 -0.50301 0.73768
O -0.52404 0.48236 -0.89587
H -0.52442 1.47220 0.91073

---

# 2
48
Properties=species:S:1:pos:R:3 method="wB97M-V/def2-TZVPD" energy_ev=-73251.494 total_charge=0
C 4.69086 -4.50370 -0.22505
C 4.34932 -2.91328 -0.52643
B 3.34264 -2.87550 -1.86693
O 3.83471 -2.45209 -3.20937
Ga 1.30274 -3.39379 -1.67496
C 1.09750 -5.49114 -1.59915
B 0.71669 -2.53437 0.16529
O 1.03064 -1.08767 0.30236
O 0.01270 -3.29863 1.22851
H 3.66082 -5.08009 -0.19444
H 5.42122 -4.91199 -1.06731
H 5.19080 -4.64680 0.84399
H 3.86529 -2.38439 0.40567
H 5.34142 -2.35728 -0.81399
H 3.74811 -1.43566 -3.17427
H 0.43569 -2.75965 -2.89959
H 0.71525 -5.87666 -2.66102
H 0.30160 -5.75959 -0.78306
H 2.14293 -6.03339 -1.43513
H 1.91367 -0.85849 -0.11302
H 0.54263 -3.26364 2.08011
C -2.83982 -0.04212 -0.09842
C -2.08547 0.54559 1.08985
C -2.55610 1.95230 1.49751
N -1.61184 3.10050 1.07781
C -0.25087 2.96719 1.74516
C -1.47968 3.22291 -0.44715
C -2.51175 4.26235 -0.83223
C -2.34157 5.29221 0.25870
C -2.24684 4.45833 1.52461
H -2.54265 0.41387 -1.04542
H -2.62526 -1.11308 -0.17905
H -3.92182 0.07518 0.01504
H -1.01322 0.48782 0.89298
H -2.27581 -0.11998 1.94217
H -2.61634 2.00910 2.59021
H -3.54770 2.17558 1.08657
H 0.23886 2.05524 1.39890
H -0.39882 2.94035 2.82751
H 0.35685 3.83510 1.46906
H -0.46648 3.58121 -0.66632
H -1.62826 2.26021 -0.92752
H -3.52243 3.83729 -0.80941
H -2.33476 4.67327 -1.82962
H -3.16718 6.00909 0.29718
H -1.41266 5.85669 0.10690
H -3.23804 4.25605 1.94393
H -1.61756 4.92553 2.28890

---

# 3
62
Properties=species:S:1:pos:R:3 method="wB97M-V/def2-TZVPD" energy_ev=-72522.763 smiles="CCCN[C@@]1(P(O)Cl)C(=O)N[C@H](COC(C)=O)[C@H]1[C@H](C)F.O=C1OC[C@@H](F)O1.O=C1OC[C@@H](F)O1" total_charge=0
C -4.81829 1.68516 -2.11602
C -4.89293 0.30669 -1.40766
C -4.46102 -0.85146 -2.33894
N -3.43342 -1.73779 -1.80603
C -2.05450 -1.32032 -2.03855
P -1.56789 -1.63502 -3.86381
O -1.88397 -0.24041 -4.67275
Cl -3.03468 -2.90843 -4.61196
C -1.63802 0.12557 -1.62933
O -1.71406 1.12434 -2.22139
N -1.08419 0.15146 -0.27483
C -1.33393 -1.23790 0.21473
C -0.66227 -1.61293 1.54418
O -1.68627 -2.04632 2.46935
C -1.46306 -3.28473 3.00166
C -2.37548 -4.43686 2.64980
O -0.60696 -3.46118 3.75680
C -1.16048 -2.10562 -1.03635
C -1.35921 -3.59115 -0.92747
C -0.16568 -4.30012 -0.29211
F -1.47337 -4.08714 -2.21054
H -5.80968 2.00403 -2.42381
H -4.36368 2.44444 -1.48937
H -4.20776 1.63024 -3.00942
H -5.89433 0.14791 -1.02969
H -4.24509 0.38820 -0.53285
H -5.34373 -1.47209 -2.49455
H -4.21146 -0.47264 -3.31840
H -3.60770 -1.96697 -0.83626
H -2.81280 -0.21250 -4.94964
H -1.82611 0.67817 0.18358
H -2.38417 -1.17809 0.51295
H -0.27555 -0.68972 1.96675
H 0.13996 -2.33354 1.46324
H -1.75833 -5.31856 2.68007
H -2.83383 -4.32030 1.67376
H -3.19231 -4.50085 3.35856
H -0.15781 -1.85477 -1.40989
H -2.29626 -3.79983 -0.41737
H 0.61812 -3.57280 -0.09831
H -0.40671 -4.77360 0.65181
H 0.26228 -5.01007 -0.98436
O 3.99162 4.28109 0.12874
C 3.36175 3.27669 0.12755
O 2.03969 3.19406 -0.15217
C 1.68730 1.80425 -0.18493
C 2.77063 1.18991 0.66190
F 3.08100 -0.06437 0.24742
O 3.87588 2.04274 0.41931
H 1.71431 1.44681 -1.21537
H 0.69555 1.63875 0.21803
H 2.55461 1.17103 1.73196
O 7.48288 7.30840 3.91023
C 7.37404 6.28032 3.33517
O 7.28989 6.15283 1.98524
C 7.31008 4.75519 1.67971
C 6.82630 4.14509 2.96818
F 7.38407 2.92759 3.18850
O 7.30657 5.05428 3.94135
H 8.32969 4.45184 1.43631
H 6.65966 4.52691 0.83818
H 5.74107 4.06411 3.04910